Entry from the Open Molecules 2025 dataset: one molecule with the formula C5H11N (the ωB97M-V functional and the def2-TZVPD basis).

Computed properties:
SMILES string: CCN1C[C@H]1C
Gap between HOMO and LUMO in eV: 10.292
E_tot in eV: -6852.3172
HOMO energy in eV: -9.01
Net charge: 0
Maximum force in eV/Å: 0.46

```
17
Properties=species:S:1:pos:R:3:forces:R:3
C -1.786927 1.127630 -0.283809 0.10 -0.01 0.15
C -1.484628 -0.353430 -0.077790 -0.06 -0.20 -0.03
N -0.091780 -0.608082 -0.423679 -0.15 0.03 0.16
C 0.683728 -1.607108 0.293130 -0.11 -0.36 -0.03
C 0.947138 -0.164701 0.497552 -0.02 0.44 -0.16
C 2.054835 0.566577 -0.234337 -0.05 0.05 0.04
H -2.868551 1.314700 -0.305531 0.29 0.00 0.03
H -1.345546 1.684908 0.551159 -0.14 0.11 -0.21
H -1.328800 1.489162 -1.215779 -0.22 -0.16 0.22
H -1.738170 -0.645755 0.962289 0.16 0.04 -0.24
H -2.102134 -0.964258 -0.746976 0.08 0.04 0.12
H 0.178425 -2.157992 1.091379 0.17 0.16 -0.12
H 1.376617 -2.199960 -0.306923 -0.23 0.11 0.09
H 0.620808 0.248760 1.461659 0.09 -0.12 -0.33
H 3.059967 0.427101 0.182328 -0.25 -0.01 0.02
H 1.821626 1.639304 -0.251138 0.15 -0.17 0.03
H 2.028067 0.220847 -1.275133 0.21 0.04 0.26
```
Forces are in eV/Å.

---

Entry from the Open Molecules 2025 dataset: one molecule with the formula C5H11N at a distorted geometry (the ωB97M-V functional and the def2-TZVPD basis).

Computed properties:
SMILES string: CCN1C[C@H]1C
Gap between HOMO and LUMO in eV: 10.110
E_tot in eV: -6850.6699
HOMO energy in eV: -9.04
Net charge: 0
Maximum force in eV/Å: 1.68

```
17
Properties=species:S:1:pos:R:3:forces:R:3
C 0.044999 -1.931007 0.511440 0.92 -0.13 -0.33
C 1.269249 -0.889334 -0.269303 -0.65 -0.61 0.48
N 0.943540 0.521654 -0.440848 -0.21 -0.30 -0.06
C 0.678689 1.277459 0.782935 -0.03 0.02 0.16
C -0.424387 0.752149 -0.061381 -0.41 0.11 0.01
C -1.423732 1.465801 -0.915094 0.04 0.15 0.04
H 0.499552 -2.489144 1.327779 0.50 -0.22 -0.30
H -0.954628 -1.693523 0.992042 1.37 0.78 -0.56
H -0.310372 -2.627548 -0.258975 0.61 0.01 0.03
H 2.295107 -0.885092 0.168558 -0.94 -0.69 0.35
H 1.408033 -1.287297 -1.288685 -0.39 -0.17 0.50
H 0.864036 0.782302 1.738064 -0.05 0.05 -0.16
H 0.975251 2.328141 0.755539 -0.13 -0.30 -0.11
H -0.786533 -0.191219 0.318638 -0.66 0.95 0.06
H -2.332297 1.592898 -0.316692 0.03 0.17 -0.21
H -1.674735 0.836724 -1.779183 0.05 0.20 0.11
H -1.071771 2.437036 -1.264834 -0.05 -0.03 -0.01
```
Forces are in eV/Å.

---

The following relative energy (zero: lowest compared OMol25 entry of this formula, charge and spin) values (in kJ/mol) correspond, in order, to the records above: 116.9, 275.8.